# 1
A cluster of 3 separate species, C3H11NO3 in total at a distorted geometry. Source: the OMol25 dataset; level of theory: ωB97M-V with the def2-TZVPD basis set.

Values from the calculation:
Relative energy (zero: lowest compared OMol25 entry of this formula, charge and spin): 201.31 kcal per mole
Calculated total energy: -10914.276 eV

Structure (ORCA input):
```
! RIJCOSX wB97M-V def2-TZVPD def2/J DEFGRID3
* xyz 0 1
O 1.020 2.429 -1.111
O -0.777 -1.899 0.561
O 1.801 -1.513 0.961
N -0.617 1.937 0.623
C -0.429 -0.047 -0.821
C -0.865 -1.525 -0.753
C -0.759 0.544 0.523
H 1.326 3.334 -1.241
H -0.872 0.575 -1.586
H -0.169 -2.123 -1.339
H 2.287 -2.301 0.699
H 0.048 2.304 -0.188
H -1.798 0.344 0.840
H 0.860 -1.772 0.746
H 0.646 0.052 -0.945
H -0.302 2.122 1.576
H -1.914 -1.553 -1.092
H -0.136 -0.008 1.266
*
```

In elementary charge units, the Löwdin charges are: O -0.21; O -0.13; O -0.08; N 0.18; C -0.15; C -0.31; C -0.25; H -0.01; H 0.12; H 0.12; H 0.04; H -0.01; H 0.19; H -0.02; H 0.12; H 0.13; H 0.14; H 0.16

***

# 2
A structure of composition C24H33N3O3 at a distorted geometry. Source: the OMol25 dataset; level of theory: ωB97M-V with the def2-TZVPD basis set.

Values from the calculation:
Relative energy (zero: lowest compared OMol25 entry of this formula, charge and spin): 515.43 kcal per mole
Calculated total energy: -36016.655 eV

Structure (ORCA input):
```
! RIJCOSX wB97M-V def2-TZVPD def2/J DEFGRID3
* xyz 0 1
O 0.887 -1.893 -0.313
O -0.578 4.168 0.792
O 2.973 2.505 -0.010
N -1.186 -2.119 -0.159
N 3.092 0.321 -0.683
N 1.187 1.567 -0.949
C 5.168 -1.158 -0.898
C 0.226 3.135 0.600
C 4.457 -0.328 1.298
C -0.526 -0.139 -1.548
C -1.608 2.041 1.622
C 3.776 -1.913 1.555
C -0.211 -1.408 -0.571
C -5.852 -2.615 1.351
C -1.851 0.249 -1.640
C 0.387 2.843 -0.592
C -2.020 3.623 0.949
C -4.674 -1.891 0.527
C -4.275 0.142 -0.939
C -2.470 -1.596 -0.109
C 2.476 1.428 -0.708
C -5.266 -0.677 -0.360
C -4.599 1.214 -1.745
C 4.588 -2.634 0.770
C -3.348 -2.179 0.585
C -2.824 -0.497 -0.886
C 4.450 -2.530 -0.581
C 4.419 0.157 -0.430
C 0.736 0.723 -2.103
C -0.084 1.815 1.444
H -6.176 -0.658 -0.427
H 5.277 -0.199 1.797
H 0.311 1.712 2.480
H -6.344 -1.944 1.912
H -2.117 3.501 -0.213
H -2.332 1.527 0.995
H 5.092 -0.784 -2.087
H -3.075 -3.132 1.507
H -1.968 2.167 2.729
H -0.552 2.668 -1.275
H -5.433 -3.537 1.721
H 6.154 -1.149 -0.804
H 1.034 3.465 -1.243
H 1.326 3.514 1.288
H 5.071 -3.382 -1.260
H 5.626 -2.608 1.196
H 0.067 0.877 1.049
H 3.528 -2.487 -1.025
H -2.077 1.020 -2.085
H -2.500 4.298 1.404
H 4.084 -3.846 0.992
H 3.770 -1.923 2.894
H -0.950 -2.657 0.576
H 5.037 0.858 -0.154
H 1.322 -0.064 -2.340
H 0.241 1.135 -2.964
H 2.755 -1.738 1.045
H 3.779 0.465 1.837
H -5.660 1.108 -1.683
H -6.611 -2.981 0.662
H -4.148 2.016 -1.544
H 2.424 -0.552 -0.551
H -4.407 0.954 -2.698
*
```

In elementary charge units, the Löwdin charges are: O 0.03; O -0.09; O -0.09; N 0.19; N 0.09; N 0.00; C -0.12; C -0.54; C -0.04; C 0.02; C -0.07; C -0.22; C -0.39; C -0.03; C 0.02; C -0.16; C 0.03; C -0.12; C -0.18; C -0.26; C -0.48; C 0.10; C -0.04; C -0.44; C -0.08; C -0.03; C -0.23; C -0.22; C -0.03; C -0.07; H 0.00; H 0.00; H 0.12; H 0.03; H 0.12; H 0.06; H 0.16; H 0.22; H 0.12; H 0.17; H 0.06; H 0.05; H 0.17; H 0.24; H 0.18; H 0.15; H 0.06; H 0.07; H 0.02; H 0.02; H 0.19; H 0.20; H 0.12; H 0.08; H 0.07; H 0.12; H 0.09; H 0.12; H 0.11; H 0.07; H 0.03; H 0.17; H 0.08

***

# 3
A cluster of 2 separate species, C5H14 in total at a distorted geometry. Source: the OMol25 dataset; level of theory: ωB97M-V with the def2-TZVPD basis set.

Values from the calculation:
Relative energy (zero: lowest compared OMol25 entry of this formula, charge and spin): 28.46 kcal per mole
Calculated total energy: -5399.871 eV

Structure (ORCA input):
```
! RIJCOSX wB97M-V def2-TZVPD def2/J DEFGRID3
* xyz 1 2
C -1.062 1.461 -0.626
C 1.296 -0.614 2.346
C -0.594 0.905 -2.045
C 0.007 -1.278 1.755
C 0.346 -0.266 -2.092
H 1.969 -1.379 2.625
H -1.504 0.682 -2.632
H 0.198 -2.249 1.246
H -0.714 -1.413 2.513
H -0.533 1.128 0.347
H 0.545 -0.822 -2.967
H 1.328 0.037 -1.734
H -2.158 1.118 -0.412
H -0.141 1.800 -2.458
H -1.132 2.537 -0.493
H 1.168 -0.145 3.304
H -0.182 -1.007 -1.279
H -0.518 -0.654 0.954
H 1.681 0.157 1.649
*
```

In elementary charge units, the Löwdin charges are: C -0.02; C -0.12; C -0.17; C -0.11; C 0.00; H 0.06; H 0.13; H 0.08; H 0.06; H 0.10; H 0.09; H 0.10; H 0.15; H 0.18; H 0.09; H 0.06; H 0.20; H 0.05; H 0.07